Here is a cluster of 2 separate species, C9H14 in total at a distorted geometry from the OMol25 dataset. Energies are from the ωB97M-V functional and the def2-TZVPD basis.

The geometry in XYZ format:
```
23
Properties=species:S:1:pos:R:3
C -1.316 -3.460 -1.626
C -1.128 0.554 -0.143
C -2.259 0.098 -0.803
C -0.083 -0.305 0.134
C -2.318 -1.187 -1.304
C -0.125 -1.585 -0.426
C -1.230 -2.057 -1.115
H -1.081 1.578 0.210
H -3.098 0.759 -0.981
H 0.721 -0.136 0.829
H -3.172 -1.601 -1.815
H 0.701 -2.281 -0.322
H -2.093 -3.571 -2.364
H -1.478 -4.130 -0.782
H -0.395 -3.871 -2.045
C 2.403 3.385 1.522
C 2.194 1.878 1.612
H 1.546 3.955 1.159
H 2.624 3.798 2.506
H 3.222 3.646 0.871
H 1.245 1.620 2.070
H 2.115 1.453 0.612
H 3.007 1.460 2.201
```

Values from the calculation:
SMILES = Cc1ccccc1.CC
HOMO = -0.3302 Ha
Electronic energy = -351.31679 Eh
F_max = 0.02897 hartree/bohr
Energy relative to the best compared isomer or geometry (same formula, charge and spin) = 8.4 kcal per mole
Gap between HOMO and LUMO = 10.00 eV

Results of the Mulliken charge analysis, in e, for atoms 1 through 2: -1.400 -0.252